# 1
Here is one molecule with the formula H3NO3Si at a distorted geometry from OMol25. Energies are from ωB97M-V with the def2-TZVPD basis set.

Structure (XYZ):
```
8
Properties=species:S:1:pos:R:3:lowdin_charge:R:1
Si 1.26 0.10 -0.09 0.7146
O -1.35 -1.30 0.28 0.0901
O -2.56 0.43 -0.12 0.1107
O -0.38 0.61 -0.04 -0.2418
N -1.51 -0.15 0.06 -0.4823
H 1.45 -0.28 -1.40 -0.0722
H 1.62 1.41 0.40 -0.0402
H 1.47 -0.82 0.91 -0.0788
```

energy relative to the best compared isomer or geometry (same formula, charge and spin)	2.327	eV
HOMO energy	-11.37	eV
DFT total energy	-15554.80317	eV
2S+1	1

# 2
Here is H3NO4PS3 as an isolated structure at a distorted geometry from OMol25. Energies are from ωB97M-V with the def2-TZVPD basis set.

Structure (XYZ):
```
12
Properties=species:S:1:pos:R:3:lowdin_charge:R:1
S 1.01 0.36 -0.79 0.2705
S 2.45 0.71 2.25 0.0407
S -1.56 -0.52 -0.84 0.3763
P 0.76 0.24 1.39 0.2444
O 1.17 1.75 -0.98 -0.3652
O -1.96 0.50 0.08 -0.4060
O -2.56 -0.93 -1.75 -0.3674
O 2.14 -0.46 -1.08 -0.3772
N -0.27 -0.18 -1.65 -0.3709
H -0.19 1.20 1.72 -0.0432
H 0.30 -1.04 1.75 -0.0442
H -1.28 -1.62 -0.10 0.0423
```

HOMO energy	-5.64	eV
total charge	-1
DFT total energy	-51523.76531	eV
2S+1	1

# 3
Here is a 2-piece molecular cluster, H3NOPS overall at a distorted geometry from OMol25. Energies are from ωB97M-V with the def2-TZVPD basis set.

Structure (XYZ):
```
7
Properties=species:S:1:pos:R:3:lowdin_charge:R:1
S -1.73 -0.61 -0.65 -0.2350
P -1.25 1.12 0.32 0.0977
O 1.23 -0.26 0.66 -0.3536
N 0.84 -1.23 -0.02 -0.1804
H -0.19 0.67 1.21 -0.1721
H 1.18 -1.06 -1.02 0.0209
H -0.08 1.37 -0.50 -0.1776
```

energy relative to the best compared isomer or geometry (same formula, charge and spin)	2.670	eV
HOMO energy (spin up / spin down)	-3.07 / -3.07	eV
total charge	-1
DFT total energy	-23708.35047	eV
2S+1	1

# 4
Here is one molecule with the formula H3NP2S at a distorted geometry from OMol25. Energies are from ωB97M-V with the def2-TZVPD basis set.

Structure (XYZ):
```
7
Properties=species:S:1:pos:R:3:lowdin_charge:R:1
S 1.62 0.79 0.25 0.1257
P 0.96 -1.28 -0.28 0.3937
P -0.42 0.27 0.20 0.0587
N -1.29 0.92 -0.88 -0.3477
H 1.24 -1.64 1.05 -0.1764
H -0.99 0.40 1.46 -0.0200
H -1.14 0.54 -1.81 -0.0340
```

energy relative to the best compared isomer or geometry (same formula, charge and spin)	1.304	eV
HOMO energy	-8.97	eV
DFT total energy	-30950.47425	eV
2S+1	1

# 5
Here is a 2-piece molecular cluster, H3O2 overall at a distorted geometry from OMol25. Energies are from ωB97M-V with the def2-TZVPD basis set.

Structure (XYZ):
```
5
Properties=species:S:1:pos:R:3:lowdin_charge:R:1
O 0.37 -1.06 0.02 -0.1250
O -0.41 1.76 -0.12 -0.6194
H 0.34 -1.63 0.77 -0.0230
H 0.00 -0.13 0.10 -0.0185
H -0.30 1.06 -0.76 -0.2140
```

energy relative to the best compared isomer or geometry (same formula, charge and spin)	0.698	eV
HOMO energy	-2.51	eV
total charge	-1
DFT total energy	-4143.12930	eV
2S+1	1

# 6
Here is H3O2PS as an isolated structure at a distorted geometry from OMol25. Energies are from ωB97M-V with the def2-TZVPD basis set.

Structure (XYZ):
```
7
Properties=species:S:1:pos:R:3:lowdin_charge:R:1
S -2.00 -0.72 0.22 0.0824
P 0.48 -1.38 -0.56 0.6887
O 1.02 0.07 -0.93 -0.2987
O 0.94 -1.23 0.91 -0.3067
H 0.51 0.60 -1.52 0.0535
H 0.63 -2.02 1.33 0.0304
H -2.67 -0.03 -0.84 -0.2495
```

energy relative to the best compared isomer or geometry (same formula, charge and spin)	1.774	eV
HOMO energy	-8.60	eV
DFT total energy	-24267.60407	eV
2S+1	1